Entry 1:
{
  "formula": "C23H44Cl14N2O16S4",
  "method": "ωB97M-V/def2-TZVPD",
  "relative_energy_kcal_mol": 0.00,
  "gap_ev": 10.467,
  "species": ["C", "C", "O", "S", "O", "O", "O", "H", "H", "H", "H", "C", "C", "O", "S", "O", "O", "O", "H", "H", "H", "H", "C", "C", "O", "S", "O", "O", "O", "H", "H", "H", "H", "C", "C", "O", "S", "O", "O", "O", "H", "H", "H", "H", "C", "Cl", "Cl", "H", "H", "C", "Cl", "Cl", "H", "H", "C", "Cl", "Cl", "H", "H", "C", "Cl", "Cl", "H", "H", "C", "Cl", "Cl", "H", "H", "C", "Cl", "Cl", "H", "H", "C", "Cl", "Cl", "H", "H", "C", "C", "C", "C", "N", "H", "H", "H", "H", "H", "H", "H", "C", "C", "C", "C", "N", "H", "H", "H", "H", "H", "H", "H"],
  "xyz": [[-2.21261, -5.10067, 2.18958], [-1.42013, -5.78953, 3.30908], [-0.28704, -4.97119, 3.65189], [-0.20386, -3.81450, 2.58078], [0.46898, -4.27294, 1.39222], [0.25909, -2.64222, 3.23097], [-1.72108, -3.70754, 2.31163], [-3.30822, -4.98634, 2.30255], [-1.99588, -5.54551, 1.25234], [-1.12472, -6.79189, 3.03406], [-2.08946, -5.93262, 4.14595], [0.16267, -2.17109, -4.40937], [-1.05363, -2.76681, -3.71498], [-0.66988, -4.12905, -3.39273], [0.87527, -4.38034, -3.45123], [1.21602, -5.42256, -4.34281], [1.32656, -4.44403, -2.06078], [1.36074, -2.89567, -3.93231], [0.32350, -1.09967, -4.24474], [0.08468, -2.32136, -5.48921], [-1.97081, -2.77882, -4.35765], [-1.25835, -2.24347, -2.71019], [6.00713, 1.38670, 4.15681], [4.70217, 0.74069, 3.59769], [4.14641, 1.82376, 2.88109], [4.38434, 3.09664, 3.68561], [3.62195, 3.10767, 4.89315], [4.25791, 4.24625, 2.89136], [5.86955, 2.75588, 3.94970], [6.90435, 1.05868, 3.56731], [6.19581, 1.10585, 5.19144], [3.92785, 0.26132, 4.22485], [5.03245, -0.01509, 2.78104], [-7.37855, -0.93588, -0.84156], [-6.78414, -0.63899, -2.27314], [-5.44817, -1.32707, -2.28816], [-4.76498, -1.16203, -0.82700], [-4.19776, 0.13140, -0.59431], [-3.96843, -2.34592, -0.52561], [-6.21601, -1.34989, -0.02525], [-8.08661, -1.76144, -0.78317], [-7.73449, 0.04254, -0.54381], [-6.49937, 0.45574, -2.37101], [-7.32256, -1.14263, -3.02545], [3.59368, -5.00995, -0.11388], [4.09343, -3.35799, -0.04497], [4.10950, -5.88420, 1.38315], [2.48784, -5.07851, -0.15917], [4.03630, -5.64023, -0.93880], [-3.02620, -0.40648, 3.48268], [-3.10324, 0.90496, 4.68450], [-4.56975, -1.08661, 3.12028], [-2.65864, 0.02715, 2.52542], [-2.32712, -1.20597, 3.85657], [6.62750, 0.60705, -1.98887], [7.97933, 0.26424, -0.80221], [5.34534, -0.61047, -2.17055], [6.13087, 1.54403, -1.60649], [7.06735, 0.84847, -2.90332], [4.06619, 5.16659, -0.94538], [5.72617, 4.99882, -1.57679], [3.32153, 3.63989, -0.37611], [4.09242, 5.85649, -0.12868], [3.42372, 5.55168, -1.76172], [0.93765, 1.55495, 5.06024], [-0.02315, 1.75009, 6.44309], [0.55301, 0.15066, 4.01904], [0.78995, 2.40676, 4.48053], [1.98529, 1.46982, 5.42527], [0.86053, -1.38506, 0.20067], [1.66931, 0.17309, 0.42008], [-0.87638, -1.22838, 0.19132], [1.08572, -1.69460, -0.81633], [1.08330, -2.13921, 0.96715], [2.67480, 1.91790, -3.21060], [4.25790, 2.63504, -3.46565], [1.68506, 2.03885, -4.71448], [2.72098, 0.84754, -3.07484], [2.14495, 2.51447, -2.48490], [-3.28899, 3.66024, -4.22757], [-3.37822, 2.99391, -2.88753], [-2.51972, 1.71465, -2.71257], [-2.88331, 0.56682, -3.53046], [-2.94416, -0.37936, -4.21711], [-3.46403, 2.89984, -5.00014], [-2.26146, 4.06031, -4.38464], [-4.05906, 4.46018, -4.29090], [-4.45939, 2.75193, -2.74434], [-3.07104, 3.68625, -2.12749], [-2.49345, 1.37334, -1.69845], [-1.44246, 1.91425, -2.96275], [-2.62180, 2.86644, 1.43724], [-1.16682, 2.34053, 1.45575], [-0.20336, 3.51993, 1.09636], [-0.27084, 3.78896, -0.31830], [-0.34884, 3.98823, -1.47254], [-2.78730, 3.47375, 0.55228], [-2.76593, 3.59590, 2.29024], [-3.44248, 2.15191, 1.48611], [-0.91733, 1.53708, 0.77033], [-0.87214, 1.91908, 2.39667], [0.80074, 3.28019, 1.45806], [-0.51446, 4.36842, 1.63892]]
}

Entry 2:
{
  "formula": "C15H19N5O2OsS",
  "method": "ωB97M-V/def2-TZVPD",
  "charge": 4,
  "s2": 6.021,
  "relative_energy_kcal_mol": 27.23,
  "gap_ev": [7.125, 5.592],
  "spin_multiplicity": 5,
  "species": ["N", "C", "C", "H", "H", "H", "N", "C", "C", "H", "H", "H", "N", "C", "C", "H", "H", "H", "Os", "C", "O", "C", "O", "C", "C", "C", "C", "C", "C", "H", "H", "H", "H", "H", "H", "N", "C", "N", "S", "H", "H", "H", "H"],
  "xyz": [[-0.40437, -0.85976, -2.32822], [-0.83946, -0.79056, -3.39718], [-1.52664, -1.06538, -4.61629], [-0.99047, -1.80375, -5.21594], [-1.64973, -0.17221, -5.22369], [-2.51432, -1.44357, -4.35882], [-0.62777, 2.39301, 0.95064], [-0.75640, 3.53139, 1.27089], [-1.51808, 4.39223, 2.10322], [-1.88695, 5.29998, 1.61705], [-0.96701, 4.72541, 2.98989], [-2.38859, 3.80826, 2.45203], [2.08373, -1.33492, 0.46400], [3.08986, -1.54443, 1.01690], [4.13821, -2.15302, 1.74990], [3.78276, -2.34039, 2.75959], [5.02917, -1.52986, 1.80816], [4.43481, -3.09423, 1.27848], [0.03426, 0.61162, 0.05397], [-0.00474, 0.02102, 1.84435], [-0.10033, -0.27933, 2.97400], [-1.81317, 0.35622, -0.17130], [-2.97839, 0.26706, -0.24499], [0.49342, 1.77587, -2.04759], [1.42517, 0.70806, -2.08441], [2.34032, 0.53638, -1.05277], [2.35327, 1.42381, 0.05174], [1.54321, 2.55698, 0.01676], [0.60378, 2.73321, -1.04101], [-0.19907, 1.93063, -2.88043], [1.53102, 0.11041, -2.98573], [3.13867, -0.19076, -1.17589], [3.09757, 1.30387, 0.84543], [1.65324, 3.32040, 0.79257], [-0.01762, 3.63216, -1.08579], [-1.23313, -2.82941, 2.15002], [-1.47849, -2.46697, 0.90483], [-2.74074, -2.55125, 0.45302], [-0.29538, -1.95526, -0.06731], [-1.91195, -3.39772, 2.63609], [-0.30964, -2.82953, 2.53107], [-2.98145, -2.32711, -0.47447], [-3.39017, -3.11544, 0.97403]]
}

Entry 3:
{
  "formula": "C25H18Cl3FN2O6Ru",
  "method": "ωB97M-V/def2-TZVPD",
  "charge": -1,
  "s2": 0.894,
  "relative_energy_kcal_mol": 83.34,
  "gap_ev": [6.154, 6.574],
  "spin_multiplicity": 2,
  "species": ["Ru", "O", "C", "C", "O", "O", "C", "C", "C", "C", "C", "C", "C", "C", "C", "C", "C", "C", "H", "H", "H", "H", "H", "H", "H", "H", "H", "H", "H", "O", "C", "C", "C", "C", "C", "C", "C", "N", "C", "C", "N", "H", "H", "H", "H", "H", "H", "H", "F", "Cl", "C", "Cl", "Cl", "C", "O", "O"],
  "xyz": [[-0.13778, 0.32974, -0.23238], [2.23643, 0.67633, 0.97469], [2.42723, -0.20900, 2.04495], [1.34121, -1.45104, 1.94822], [1.29217, -2.17471, 2.92164], [0.76559, -1.51270, 0.85574], [3.73712, -0.92895, 1.87380], [4.52470, -0.68703, 0.75261], [5.67404, -1.41824, 0.52618], [6.05181, -2.40709, 1.41791], [5.29099, -2.63035, 2.55556], [4.14457, -1.89453, 2.79005], [2.28426, 0.50793, 3.37243], [3.30489, 1.37910, 3.74222], [3.21067, 2.11747, 4.90767], [2.10156, 1.98553, 5.72460], [1.08133, 1.12793, 5.35831], [1.16057, 0.40517, 4.17999], [1.68306, 1.42699, 1.27532], [4.23017, 0.09486, 0.07153], [6.27355, -1.22460, -0.35460], [6.93194, -3.00386, 1.22189], [5.58855, -3.39598, 3.25453], [3.53257, -2.08789, 3.65505], [4.16717, 1.48009, 3.09881], [4.00410, 2.79946, 5.17840], [2.02702, 2.55890, 6.63826], [0.21023, 1.02563, 5.98775], [0.34410, -0.23969, 3.89761], [-1.86445, -0.65739, -1.28663], [-2.11228, -1.38139, -2.29098], [-3.47432, -1.64430, -2.63991], [-3.82366, -2.39039, -3.73115], [-2.83798, -2.96063, -4.53939], [-1.51217, -2.75796, -4.22852], [-1.11206, -1.98466, -3.13688], [0.28488, -1.75189, -2.87154], [0.80211, -0.81218, -2.09511], [2.15051, -0.91717, -2.15954], [2.48448, -1.93884, -2.99735], [1.30154, -2.45757, -3.44706], [-4.22711, -1.21146, -1.99748], [-4.86585, -2.54070, -3.97921], [-3.11484, -3.55031, -5.40050], [-0.75674, -3.18672, -4.87403], [2.77598, -0.24515, -1.60807], [3.43823, -2.32176, -3.30115], [1.19237, -3.26404, -4.03620], [0.52134, 2.13899, -1.09789], [-1.79208, 2.64269, 4.41955], [-1.89050, 3.09483, 2.70969], [-1.15912, 4.68295, 2.50572], [-3.57736, 3.14696, 2.22564], [-1.09511, 2.01578, 1.89338], [0.12523, 2.16517, 1.87189], [-1.77360, 1.11427, 1.39606]]
}

Entry 4:
{
  "formula": "C46H47B2ClN2O13PS",
  "method": "ωB97M-V/def2-TZVPD",
  "charge": 1,
  "gap_ev": 7.623,
  "species": ["C", "C", "C", "C", "C", "C", "C", "C", "C", "B", "O", "O", "C", "C", "P", "S", "C", "N", "C", "C", "C", "C", "Cl", "B", "N", "O", "H", "H", "H", "H", "H", "H", "H", "H", "H", "H", "H", "H", "H", "H", "H", "H", "H", "H", "H", "H", "H", "H", "H", "H", "H", "H", "H", "C", "C", "C", "O", "C", "C", "C", "O", "H", "H", "H", "H", "C", "C", "C", "O", "C", "C", "C", "O", "H", "H", "H", "H", "C", "C", "C", "O", "C", "C", "C", "O", "H", "H", "H", "H", "C", "C", "C", "O", "C", "C", "C", "O", "H", "H", "H", "H", "C", "C", "C", "O", "C", "C", "C", "O", "H", "H", "H", "H"],
  "xyz": [[-2.77279, 2.31522, -0.02710], [-2.82966, 0.83996, -0.39175], [-4.06614, 0.28336, -0.59911], [-4.20341, -1.04418, -0.93326], [-3.06720, -1.79839, -1.05507], [-1.83062, -1.25094, -0.85611], [-1.67114, 0.07761, -0.52119], [-0.31704, 0.71639, -0.25919], [0.36814, 1.34232, -1.50120], [-0.50727, 2.12407, -2.59242], [-1.77158, 1.78055, -2.99899], [0.02583, 3.21527, -3.24244], [1.38762, 2.39142, -0.88116], [0.81545, 3.74666, -0.42475], [2.31206, 1.81937, 0.71677], [1.53582, 2.47241, 2.37804], [2.54447, 2.43462, -1.83546], [2.49053, 1.36985, -2.54751], [1.37060, 0.42685, -2.35422], [1.71796, -1.01371, -1.84568], [3.09031, -1.18988, -1.12870], [3.73432, -2.51112, -1.58182], [2.78779, -3.85603, -0.81621], [0.93037, 0.12765, -3.89626], [-0.09387, -0.80817, -4.21544], [1.54471, 0.80422, -4.96206], [-3.76683, 2.63330, 0.28214], [-2.06023, 2.55440, 0.76095], [-2.52871, 2.91556, -0.91154], [-4.93152, 0.93235, -0.50425], [-5.18515, -1.47279, -1.09669], [-3.19744, -2.85126, -1.29263], [-0.97517, -1.91797, -0.94242], [0.31182, -0.05536, 0.19609], [-0.48025, 1.49946, 0.47731], [-1.90167, 0.82410, -3.01034], [-0.37057, 3.26282, -4.12439], [-0.05316, 3.62462, 0.21919], [1.60910, 4.29702, 0.08740], [0.51105, 4.37080, -1.26935], [2.36197, 0.42029, 0.78583], [3.61248, 2.36491, 0.56924], [3.31374, 3.19637, -1.89452], [3.25306, 1.27219, -3.21669], [0.94042, -1.42631, -1.20829], [1.74773, -1.67774, -2.71537], [3.81801, -0.39967, -1.33980], [2.89687, -1.32762, -0.06435], [3.68799, -2.65580, -2.66059], [4.74157, -2.62572, -1.18711], [-0.73360, -1.00554, -3.45054], [-0.58273, -0.54714, -5.06403], [0.95321, 1.51811, -5.23380], [-5.45057, -5.83778, -3.63604], [-6.62906, -6.45470, -3.65760], [-7.51778, -6.45901, -2.46803], [-8.58911, -7.02086, -2.48491], [-7.04011, -5.74685, -1.25508], [-5.86138, -5.13074, -1.23588], [-4.97616, -5.12790, -2.42508], [-3.89985, -4.56245, -2.40754], [-4.78810, -5.82376, -4.49209], [-6.99364, -6.97793, -4.53225], [-7.70151, -5.76037, -0.39819], [-5.49546, -4.60733, -0.36098], [3.68231, -0.54346, 5.70428], [3.22197, -0.32176, 4.47573], [3.44922, -1.29765, 3.38720], [3.02915, -1.09427, 2.25867], [4.20191, -2.52831, 3.70871], [4.66538, -2.75663, 4.93557], [4.44010, -1.77883, 6.03246], [4.85600, -1.98077, 7.15021], [3.52854, 0.15688, 6.51547], [2.66701, 0.57090, 4.21452], [4.35282, -3.22638, 2.89391], [5.22208, -3.65561, 5.18870], [-0.02134, 7.53503, -2.75969], [0.23882, 6.50994, -3.56651], [0.62702, 6.71973, -4.97967], [0.85979, 5.77429, -5.70816], [0.71851, 8.11553, -5.46730], [0.45945, 9.14457, -4.66362], [0.06954, 8.93667, -3.24526], [-0.16454, 9.87013, -2.51208], [-0.30804, 7.40210, -1.72362], [0.18141, 5.48125, -3.23755], [1.00440, 8.24610, -6.50319], [0.51963, 10.17167, -4.99983], [-5.33475, 5.07554, 2.66091], [-6.12386, 4.89498, 3.71677], [-5.68238, 4.08090, 4.87758], [-6.39931, 3.91348, 5.83788], [-4.32624, 3.47840, 4.81408], [-3.53883, 3.66027, 3.75745], [-3.98173, 4.47347, 2.59969], [-3.26097, 4.63907, 1.63561], [-5.63817, 5.66473, 1.80475], [-7.11441, 5.32680, 3.78097], [-4.02182, 2.88916, 5.66968], [-2.54737, 3.22871, 3.69244], [5.72362, -7.74937, 3.07002], [6.08020, -6.51771, 3.42342], [6.29091, -6.15692, 4.84560], [6.61430, -5.02946, 5.16859], [6.09220, -7.21789, 5.86010], [5.73552, -8.45082, 5.50899], [5.52350, -8.81498, 4.08565], [5.20063, -9.93569, 3.76273], [5.56411, -8.03350, 2.03763], [6.23220, -5.72782, 2.69819], [6.25231, -6.93208, 6.89191], [5.58465, -9.23941, 6.23491]]
}

Calculated total energy, record by record: -278954.6544, -40659.2851, -84350.7846, -112054.0610 eV